(1)
Below is 2 unconnected molecules or ions with the total composition C2H4N2O2, with properties calculated with ωB97M-V with the def2-TZVPD basis set.

```
10
Properties=species:S:1:pos:R:3:forces:R:3:lowdin_charge:R:1
O -0.62217 -0.76382 -1.38985 -0.214 -0.153 -0.118 0.039
O 0.43924 -3.13513 2.11317 0.999 -2.662 0.265 0.121
N 0.05170 -2.05785 2.01111 -0.550 1.234 -0.155 -0.309
N -0.33006 -1.02450 1.90862 -0.483 1.411 -0.037 0.245
C 0.09285 0.04878 -0.87628 0.495 0.161 0.106 -0.379
C -0.12383 1.52695 -0.87163 -0.203 0.019 -0.172 -0.056
H -0.46230 1.81560 0.12277 0.011 0.061 0.129 0.080
H 1.01783 -0.26250 -0.34771 -0.036 -0.128 -0.008 0.101
H -0.87742 1.80880 -1.60133 -0.062 0.028 -0.025 0.080
H 0.81416 2.04367 -1.06887 0.043 0.030 0.014 0.077
```
Forces are in eV/Å.

* LUMO level: 1.04 eV
* electronic energy: -9211.69170 eV
* frontier orbital gap: 0.404 Eh
* structure (SMILES): N#[N+][O-].CC=O
* multiplicity: 1



(2)
Below is 2 unconnected molecules or ions with the total composition C8H8N2OS2, with properties calculated with ωB97M-V with the def2-TZVPD basis set.

```
21
Properties=species:S:1:pos:R:3:forces:R:3:lowdin_charge:R:1
S 5.47277 -0.51936 -0.26090 0.652 0.218 -0.183 0.648
S 2.96841 1.76309 0.70632 -0.220 -0.912 -0.178 0.834
O 1.92435 1.31882 -1.84935 2.073 0.999 0.432 0.088
N 2.84404 -0.93930 0.00016 -2.680 -1.306 0.946 -0.064
N 1.67122 -1.08539 -0.35050 -0.265 0.345 -2.139 -0.004
C 0.76904 -1.69804 0.55705 -1.405 -0.504 0.919 -0.075
C -1.01423 1.21365 0.91860 -0.016 0.848 -0.305 -0.076
C -1.35174 0.93927 -0.47287 -1.876 0.506 2.250 -0.075
C 0.30376 1.49385 1.27871 -1.093 -1.038 -0.052 -0.153
C 3.90581 -0.38237 -0.08001 1.918 1.866 0.332 -0.916
C 1.31622 1.42115 0.36194 0.872 -0.205 -3.048 -0.623
C -0.37887 0.85692 -1.39625 -0.361 0.727 -2.127 -0.058
C 0.94490 1.09859 -1.04442 0.034 0.785 3.177 -0.372
H 0.09418 -0.92455 0.99982 0.384 -0.551 -0.465 0.070
H -1.73212 1.46126 1.70728 -0.244 -0.609 -0.618 0.102
H 1.89993 0.98428 -2.70486 -0.650 -1.081 -2.386 0.108
H 1.35058 -2.10363 1.37102 -0.161 -0.581 0.415 0.085
H 0.67824 1.64517 2.27152 -0.621 0.379 0.643 0.101
H -2.41843 0.90986 -0.88466 1.523 -0.070 1.190 0.134
H 0.08875 -2.45253 0.05528 1.102 0.805 0.426 0.109
H -0.76351 0.94479 -2.44588 1.036 -0.622 0.770 0.139
```
Forces are in eV/Å.

* LUMO level: -1.54 eV
* electronic energy: -35119.09052 eV
* frontier orbital gap: 0.231 Eh
* multiplicity: 1



(3)
Below is a single C2H8NO2P molecule, with properties calculated with ωB97M-V with the def2-TZVPD basis set.

```
14
Properties=species:S:1:pos:R:3:forces:R:3:lowdin_charge:R:1
P -0.28614 -0.64637 0.19011 -0.904 -0.378 -0.511 0.786
O 0.08420 -1.53833 -1.12388 -0.300 -2.216 2.834 -0.236
O -1.47187 0.33821 -0.49778 1.140 -0.428 -0.006 -0.391
N 0.99691 0.42712 0.08197 0.142 2.779 1.266 -0.277
C 2.36229 -0.02583 0.14482 -0.528 -1.892 -2.903 -0.187
C -2.59242 0.40520 0.36408 2.516 -1.028 3.098 -0.205
H -2.18275 0.90065 1.31870 -1.334 -0.184 -1.089 0.091
H -2.81285 -0.62740 0.70610 -0.656 0.585 -0.344 0.062
H 2.99348 0.51151 -0.50962 0.423 1.191 -1.121 0.056
H 2.95170 -0.03706 0.99599 0.219 -0.279 2.576 0.046
H 0.84239 1.34212 0.58581 0.092 -1.462 -0.870 0.114
H 2.37385 -1.02047 -0.36751 0.125 0.441 0.874 0.085
H 0.12535 -0.94802 -1.81411 0.325 2.096 -3.088 0.002
H -3.38415 0.91867 -0.07470 -1.260 0.775 -0.716 0.055
```
Forces are in eV/Å.

* LUMO level: 1.04 eV
* electronic energy: -17077.68225 eV
* frontier orbital gap: 0.356 Eh
* structure (SMILES): CNP(O)OC
* multiplicity: 1



ΔE to the lowest compared entry with this formula, charge and spin (computed, kJ/mol): 340.7, 406.5, 164.7